1.
{
  "formula": "C13H39N13O26",
  "method": "the ωB97M-V functional and the def2-TZVPD basis",
  "species": ["O", "C", "C", "N", "H", "H", "O", "O", "H", "N", "O", "C", "H", "C", "O", "H", "N", "O", "H", "H", "O", "N", "H", "H", "H", "H", "C", "O", "O", "O", "O", "H", "O", "H", "H", "N", "H", "H", "O", "H", "O", "N", "C", "N", "O", "C", "N", "H", "H", "H", "O", "C", "H", "C", "H", "H", "H", "O", "H", "C", "H", "O", "H", "N", "O", "C", "N", "H", "H", "H", "H", "H", "H", "H", "O", "O", "N", "O", "H", "C", "O", "O", "H", "H", "H", "N", "O", "O", "N", "C", "H"],
  "xyz": [[-1.6951, 1.5975, 3.3876], [3.6643, -2.6701, 0.7181], [-3.3564, 1.2658, -1.2104], [-0.4069, -4.3430, 0.6185], [-1.4042, 1.4159, -2.9424], [1.4308, 0.8381, 3.4708], [2.6488, -2.0814, -1.3022], [3.3065, 0.8864, 3.6848], [-3.5657, -3.0076, -1.0275], [-2.0281, 0.4544, 3.4581], [0.0702, 0.6366, -5.3010], [1.7793, 2.4720, -1.0526], [-0.1838, -3.5067, 2.4847], [0.0933, -0.8011, 0.0801], [2.3907, 3.0781, 3.5696], [-1.9847, -3.2054, -0.2624], [-2.0366, -1.4783, -2.0656], [-0.7731, -1.0306, -4.0027], [-0.9645, -0.5992, 0.2487], [-3.4333, -2.9663, -2.5652], [1.1989, 4.3436, 0.2571], [2.6526, -1.9511, -0.1068], [4.3073, 0.6325, -2.6100], [3.2150, 0.2863, -1.2521], [3.1663, 0.4947, 0.7167], [0.2527, 2.8396, 1.0265], [0.6494, 1.5611, 3.2369], [-1.1309, -1.7539, -1.2603], [-1.5046, 2.6967, -1.5555], [-1.2318, 0.7189, -0.5760], [-2.1788, -0.9128, 0.8050], [4.1359, -3.4370, 0.1035], [-0.7977, -5.4276, 1.1049], [-1.2268, 0.1601, 1.4927], [1.9101, 3.2629, -1.7911], [1.2859, 2.9093, 3.0503], [0.5114, -2.5085, 1.0930], [4.2880, -1.8059, 0.9467], [0.6393, 3.7671, 2.5117], [2.5351, 1.6926, -0.9552], [1.4083, -0.1131, -3.7416], [-1.8433, 3.3060, 0.9429], [3.3809, 0.1372, -2.3190], [-1.9196, 1.5682, -1.1339], [2.0497, 2.6809, 1.2443], [-1.6059, -0.4218, 2.3328], [2.1523, 0.6952, -3.0714], [0.8824, 1.8747, -1.2164], [2.4664, 1.7337, 1.7965], [-2.4210, -1.1174, 2.1333], [0.8043, 1.3663, 0.7197], [-3.0246, -2.9315, -0.0843], [3.3667, -0.9451, -2.4477], [2.4767, 0.6740, 1.5416], [-3.7039, 1.1533, -2.2374], [-3.4366, -3.5315, 0.7271], [0.2811, -1.4997, -0.7351], [1.3897, 0.6128, -1.2572], [-3.8875, 2.0766, -0.7118], [-0.2983, -3.1356, 1.4663], [-2.8567, -2.0017, -3.9515], [-4.2150, -1.0047, -0.0487], [-3.6410, 0.3226, -0.7442], [-3.1694, -1.5172, 0.3072], [3.2403, -1.1162, 2.9186], [-0.6858, 2.3678, 0.7355], [3.0756, 0.1062, 2.7870], [-0.7829, -1.0574, 2.6594], [-1.7341, -3.2222, -3.1779], [0.0561, 0.6118, -2.2139], [-0.1508, 1.6075, 3.9755], [-0.5867, 2.0207, -0.2930], [-1.2738, -2.6493, 1.4666], [3.0756, -2.9982, 1.5748], [-2.5337, -0.3864, -2.1384], [-2.7996, 3.3248, 0.1692], [0.8272, 0.4757, -0.1594], [-0.1291, -4.1795, -0.5503], [1.4822, 0.2472, 1.4115], [-2.5590, -2.5227, -3.0416], [2.0434, 1.8881, -3.0918], [-2.5488, -0.0534, 4.3839], [0.5625, -1.1573, 0.9972], [-0.7166, 1.5980, 1.5066], [0.1885, 1.9899, -3.4280], [-0.3908, 0.1729, -4.2318], [1.8912, -1.1742, 0.4916], [-1.8346, 3.9665, 2.0296], [1.6317, 3.2040, 0.2646], [-0.3655, 1.1170, -3.0828], [0.1529, 1.3129, 2.2988]],
  "forces_ev_per_a": [[-2.475, 1.873, -0.222], [-0.896, 0.373, -0.532], [-2.364, 1.825, 0.375], [-0.368, -2.171, 0.522], [0.751, -0.559, -1.154], [-1.187, 0.788, 0.563], [-0.571, -1.019, -0.284], [1.060, -1.188, -0.292], [-0.232, -0.327, 1.165], [1.700, -0.455, -1.235], [-3.348, -1.573, 1.148], [0.725, 7.517, 1.775], [0.405, 0.136, -0.002], [0.507, 1.672, 2.083], [-1.755, 0.630, -0.263], [-0.834, 0.272, 0.094], [0.449, -0.967, -1.358], [1.078, 3.479, -1.988], [3.160, -0.695, -0.830], [0.247, -0.056, -0.554], [0.366, 0.012, -0.949], [0.119, -0.515, 0.704], [-0.384, 0.125, -0.495], [0.618, -0.038, -0.665], [0.005, 0.120, 0.169], [-4.157, 1.463, 0.706], [0.768, -0.438, 0.611], [-4.529, -1.367, -4.835], [-1.012, -4.187, 0.249], [-3.031, 2.433, -4.100], [-9.119, -4.928, -10.406], [-0.138, 0.143, 0.206], [0.657, 2.353, -0.687], [0.059, 1.012, 2.397], [0.200, 0.204, 0.942], [-0.036, 0.822, 4.596], [-0.593, -1.439, 0.526], [0.506, -0.657, 0.562], [-0.521, 0.983, 2.264], [0.884, 3.049, 0.645], [7.345, 0.891, 4.146], [-0.946, 2.154, 3.666], [0.220, -0.462, -0.742], [-3.000, 2.629, -1.940], [3.564, 9.652, -3.573], [1.953, 1.409, 6.688], [1.935, -2.812, -3.806], [-0.088, 4.813, -0.709], [1.782, -4.493, 1.114], [-0.021, 0.680, 4.160], [-0.378, -9.366, -8.036], [-0.204, -1.017, 0.985], [0.381, 0.839, -0.706], [4.255, -3.722, 4.947], [0.216, 0.838, 0.085], [-0.340, -0.164, -0.204], [1.399, 1.002, 1.026], [-3.446, -10.852, 3.268], [0.175, -0.122, -0.476], [-0.168, -1.546, 1.356], [0.246, -0.137, 0.250], [-1.057, -0.118, 1.497], [0.528, 1.462, 0.057], [1.614, -0.792, -1.677], [-0.226, 0.466, 0.041], [-1.166, 3.993, 1.772], [1.397, -1.656, 0.526], [0.078, 0.260, 0.727], [-0.315, -0.017, -0.096], [-1.098, 0.167, -1.366], [1.567, 0.620, 0.398], [0.739, 2.955, 3.065], [0.625, -0.239, -0.342], [0.778, -0.137, 0.118], [0.417, -3.503, -2.076], [0.652, 1.214, 2.178], [-2.393, -1.353, 0.000], [0.243, -0.321, -0.123], [3.214, -0.539, 3.242], [0.289, 0.270, 0.335], [1.187, -0.469, -2.366], [-1.655, -1.483, 2.273], [-2.815, 1.178, 0.559], [-2.756, 1.659, -1.015], [-0.657, -0.446, 0.182], [-0.688, -0.368, -2.056], [9.187, -5.160, -1.528], [-0.318, -1.723, -3.429], [2.494, 5.043, -4.058], [-2.605, 0.107, -2.120], [1.147, 0.011, 2.330]],
  "lowdin_charge": [0.032, 0.098, 0.036, -0.413, 0.104, 0.094, 0.075, 0.075, 0.082, -0.390, 0.061, 0.053, 0.133, -0.067, 0.088, 0.063, -0.291, -0.002, 0.027, 0.083, 0.153, -0.300, 0.122, 0.068, 0.141, 0.078, 0.075, -0.076, 0.082, -0.106, -0.180, 0.113, 0.073, 0.098, 0.147, -0.363, 0.077, 0.106, 0.064, 0.105, 0.019, -0.226, 0.105, -0.322, -0.075, -0.028, -0.284, 0.069, -0.023, 0.129, -0.275, 0.063, 0.083, -0.004, 0.133, 0.135, 0.127, -0.251, 0.111, 0.053, 0.111, 0.079, 0.050, -0.275, 0.014, -0.077, -0.360, 0.139, 0.120, 0.090, 0.114, 0.074, 0.079, 0.101, -0.019, 0.017, -0.207, 0.076, 0.093, 0.091, 0.028, 0.129, 0.075, 0.080, 0.126, -0.349, -0.197, 0.071, -0.301, 0.023, 0.053],
  "charge": 0,
  "homo_energy_ev": -9.399,
  "e_above_lowest_kj_mol": 4772.6,
  "orbital_gap_ev": 7.41,
  "lumo_ev": -1.99,
  "mol_weight_g_mol": 793.5,
  "largest_force_ev_per_a": 14.7
}

=====

2.
{
  "formula": "C13H39O7Y",
  "method": "the ωB97M-V functional and the def2-TZVPD basis",
  "species": ["H", "C", "H", "C", "H", "H", "C", "C", "H", "H", "H", "H", "H", "H", "C", "H", "H", "H", "H", "H", "O", "H", "H", "H", "O", "H", "H", "O", "C", "H", "C", "Y", "O", "H", "H", "C", "H", "O", "C", "H", "H", "O", "C", "C", "C", "H", "O", "C", "H", "H", "H", "H", "H", "H", "H", "H", "H", "H", "H", "H"],
  "xyz": [[-5.2091, 0.4127, 4.2070], [-3.2902, 0.0173, 3.1478], [-3.7125, -1.2415, -0.5576], [-5.0645, -1.7607, -1.7148], [0.2507, -4.7367, 4.1045], [-2.9714, -0.6074, 3.9822], [0.8292, 0.0770, 0.4103], [-6.3100, -1.0551, -1.1277], [0.6741, 4.0173, -3.5584], [0.9443, 6.4069, -4.2490], [1.8520, -0.2901, 0.4955], [-0.4371, 4.3476, -6.1072], [7.2084, -3.4064, 0.1010], [-6.4132, -0.0825, -1.6089], [-4.5106, 0.8654, 3.5033], [-5.1092, -2.1694, -2.7243], [0.1808, 6.6399, -5.8608], [-4.3060, 1.8597, 3.9004], [0.8736, 1.0499, 0.8997], [4.5598, -3.0180, 1.5441], [-3.6909, -0.9927, 2.2789], [4.5242, -3.7972, -0.6566], [6.0136, -2.0305, 0.0044], [3.4886, 5.8336, -0.9404], [0.3860, 0.2343, -0.9241], [-2.5897, -4.7120, 3.5375], [-2.5194, 0.6463, 2.7025], [5.4646, -3.8463, -0.8433], [4.5252, 4.2983, 0.1576], [0.6746, -5.3048, 1.5395], [-0.1440, -5.6388, 2.1770], [-1.5605, 0.4880, -3.8531], [2.9651, 3.8994, -1.4131], [-0.9163, -5.9461, 1.4719], [-4.9005, 1.2991, 2.5824], [6.1608, -3.1053, 0.1100], [4.2835, 3.4720, 0.8261], [-3.8694, -1.0719, -1.4893], [3.3423, 4.8571, -0.4786], [5.4678, -4.5502, 1.6433], [2.5437, 4.9770, 0.2535], [-1.8015, -5.2026, 3.7820], [5.5455, -3.4771, 1.4683], [0.1131, 6.1325, -4.8985], [-0.5351, -4.6831, 3.3511], [0.1833, -6.6104, 2.5470], [0.0264, 3.7871, -4.2286], [0.2604, 4.6388, -5.3219], [-4.9686, -2.6311, -1.0657], [-7.2456, -1.6063, -1.2218], [-0.6373, -3.6419, 3.0454], [2.8409, 3.1197, -0.8669], [-4.3194, -1.5791, 2.7063], [5.3137, 3.9187, -0.4923], [6.1509, -2.8965, 2.1643], [0.2602, -0.6402, 1.0020], [-0.8555, 6.4033, -4.4783], [4.9125, 5.0244, 0.8723], [1.2322, 4.4131, -5.7610], [-6.1645, -0.8041, -0.0770]],
  "forces_ev_per_a": [[-0.196, -0.193, -0.566], [-1.238, 0.016, 1.760], [0.710, 0.538, 0.412], [-1.935, -1.852, 1.577], [-0.477, -0.120, 0.385], [0.829, 1.163, 0.725], [-0.399, 0.098, -0.967], [0.662, 0.896, -0.887], [0.229, -0.122, 0.476], [-0.145, 0.192, -0.032], [0.398, -0.240, -0.694], [-0.354, 0.237, 0.131], [-0.058, 0.232, -0.340], [-0.343, 0.068, -0.200], [0.663, 1.515, -0.078], [-0.248, 0.580, -0.153], [0.262, 0.535, 0.187], [0.824, -0.183, 0.936], [-0.464, 0.270, 0.177], [-0.311, -0.157, -0.093], [-0.166, -1.045, -2.770], [0.025, 0.016, 0.084], [0.438, 0.203, -0.371], [0.139, -0.215, -0.317], [-0.196, 0.040, -0.677], [0.528, 0.410, -0.202], [0.143, -0.430, -0.027], [-0.022, -0.292, -1.696], [1.868, 0.188, 2.316], [0.254, 0.391, 0.188], [0.770, -0.082, -0.122], [1.154, 0.279, 2.851], [-1.573, -0.736, -1.704], [-0.611, 0.677, 0.275], [-0.860, -1.028, -0.388], [-1.107, -0.925, 1.677], [-0.369, -0.335, -0.095], [1.391, 1.358, -0.864], [-0.478, 0.587, 0.187], [0.370, 0.185, 0.135], [-0.114, 0.281, 0.210], [0.374, -0.237, 1.231], [0.662, 1.362, -0.148], [0.294, -1.210, -1.294], [-0.999, -1.201, -2.081], [0.086, 0.110, 0.477], [-0.719, -1.813, 0.950], [-0.303, 1.278, -0.612], [-0.114, -0.634, -0.358], [0.245, -0.150, -0.180], [0.078, 0.067, -0.156], [-0.026, -0.391, -0.339], [-0.014, 0.141, 0.200], [-0.123, 0.479, -0.260], [-0.006, -0.624, 0.762], [-0.553, 0.074, 0.011], [0.096, -0.358, 0.166], [0.538, 0.125, -0.106], [0.284, 0.338, 0.190], [0.205, -0.354, 0.102]],
  "lowdin_charge": [0.084, -0.321, 0.079, -0.323, 0.108, 0.115, -0.198, -0.055, 0.081, 0.082, 0.087, 0.105, 0.119, 0.068, -0.082, 0.113, 0.084, 0.072, 0.088, 0.058, -0.112, 0.071, 0.102, 0.124, -0.266, 0.073, 0.111, -0.083, -0.105, 0.053, -0.096, 2.063, -0.090, 0.063, 0.070, -0.331, 0.078, -0.125, -0.359, 0.083, 0.114, -0.093, -0.095, -0.045, -0.270, 0.071, -0.131, -0.310, 0.115, 0.089, 0.090, 0.069, 0.089, 0.094, 0.074, 0.085, 0.081, 0.090, 0.117, 0.074],
  "charge": 2,
  "homo_energy_ev": -13.192,
  "e_above_lowest_kj_mol": 931.7,
  "orbital_gap_ev": 1.93,
  "lumo_ev": -11.26,
  "mol_weight_g_mol": 396.4,
  "largest_force_ev_per_a": 3.1
}

=====

3.
{
  "formula": "C13H40BFeO13S2",
  "method": "the ωB97M-V functional and the def2-TZVPD basis",
  "species": ["H", "S", "Fe", "O", "O", "O", "C", "S", "C", "H", "H", "O", "H", "H", "H", "H", "H", "H", "C", "O", "H", "H", "H", "H", "O", "H", "H", "H", "H", "H", "H", "C", "C", "H", "H", "C", "O", "H", "O", "H", "H", "H", "H", "H", "H", "O", "H", "H", "B", "O", "O", "H", "H", "H", "H", "O", "C", "H", "H", "C", "H", "C", "O", "H", "C", "C", "C", "C", "H", "H"],
  "xyz": [[0.2816, -4.2871, -3.9757], [0.6507, 3.8241, 1.6031], [0.5520, 1.1609, 1.0396], [-0.3252, 2.7393, 2.0315], [2.1674, -1.5029, -3.7529], [1.4602, 0.7977, 2.9872], [0.6657, -2.3300, -2.0355], [3.4015, -0.3168, 0.0641], [1.2992, 3.1707, -2.1965], [1.4810, -2.8385, 1.7539], [1.5210, -3.6969, -5.0847], [3.5614, -0.1781, -1.3894], [-1.7082, -1.3382, 0.9955], [0.0062, -0.7370, 1.8936], [1.7003, 3.2870, -3.2036], [0.2354, -1.4096, -1.6456], [-0.2154, -0.4400, 0.1394], [-1.0939, 2.3045, -3.3132], [-3.6857, 2.4766, 1.3021], [-2.2737, 3.5275, -0.3863], [0.6067, 3.9894, -1.9681], [0.8668, -0.9572, 3.8941], [0.0699, -3.2142, -1.7888], [-4.1331, 4.2412, 0.1653], [4.2935, 0.5437, 0.8442], [-0.9729, 2.4729, -0.9179], [1.7516, -3.3266, 3.4834], [-0.2179, -4.7356, 3.4403], [1.5751, -2.4760, -1.4353], [-0.8740, 0.5732, -2.9476], [-4.0223, 2.9028, -2.1026], [-0.7901, -4.3476, 1.3807], [1.3069, -3.5929, 2.5234], [1.2997, 1.0430, -1.8851], [0.2037, 1.3813, -4.0861], [1.2006, -3.6961, -4.0385], [1.6840, 2.8841, 1.0072], [-0.7548, -2.1086, 2.6162], [1.2425, 4.5619, 2.6960], [2.8742, -1.8588, -3.2018], [-1.8739, -4.4579, 1.4085], [-1.8088, 4.1384, 0.2116], [-0.5555, -3.5835, 0.6339], [-5.3821, 2.6757, -1.0392], [0.1789, -1.8419, -4.0946], [-0.2078, 1.8782, -0.7915], [-3.2504, 3.0486, 2.1267], [-4.7400, 2.3399, 1.5695], [-0.8741, -0.4898, 1.1258], [3.4521, -1.7278, 0.4715], [1.9555, 0.1593, 0.3645], [1.9699, -4.2238, -3.4658], [2.1008, 1.4940, 3.1699], [-1.2332, 0.6046, 1.4138], [0.9044, 0.4447, 4.9636], [-0.8747, -2.8152, 3.2690], [-0.1764, -3.9210, 2.7089], [1.8307, -4.5150, 2.2397], [-0.3245, -5.2847, 1.0631], [1.0048, -2.2720, -3.5233], [-4.0649, 1.4828, -1.0541], [-3.6093, 3.2843, 0.0232], [-0.0269, 4.6758, 0.6220], [2.1089, 3.2854, -1.4758], [0.5764, 1.8541, -1.9967], [1.4126, -0.0475, 4.1222], [-0.3539, 1.5107, -3.1570], [-4.2965, 2.5495, -1.1074], [-3.1617, 1.5283, 1.2324], [2.4284, -0.2673, 4.4598]],
  "forces_ev_per_a": [[-0.014, 0.089, 0.075], [0.281, -0.788, -0.039], [1.157, 0.510, -0.150], [-1.005, 0.165, 0.572], [-0.359, 0.044, -0.693], [0.221, 0.077, 0.610], [0.487, -0.123, 0.383], [0.942, -0.066, -0.094], [-0.070, 0.452, 0.532], [0.163, 0.103, 0.159], [-0.006, 0.095, 0.017], [-0.057, 0.068, 0.212], [-0.273, 0.170, 0.186], [0.140, -0.446, 0.669], [-0.063, -0.143, -0.067], [-0.220, -0.097, -0.102], [-0.175, -0.013, -0.774], [-0.012, -0.021, 0.050], [-0.236, 0.715, 0.597], [-0.493, 0.193, -0.253], [-0.002, 0.014, -0.239], [0.114, -0.030, -0.188], [-0.448, 0.290, -0.141], [0.153, 0.050, 0.069], [-0.260, -0.335, -0.209], [-0.044, 0.081, 0.620], [-0.062, 0.404, -0.069], [-0.362, 0.028, 0.033], [0.135, 0.158, -0.247], [-0.046, 0.041, 0.012], [0.252, 0.180, 0.136], [0.320, 0.036, -0.097], [-0.077, -0.765, 0.115], [0.002, 0.051, 0.139], [0.103, 0.028, 0.055], [0.086, -0.315, -0.393], [0.392, 0.510, -0.482], [-0.249, 0.331, 0.080], [-0.298, 0.089, 0.222], [0.008, 0.436, 0.409], [-0.013, -0.066, 0.216], [0.493, -0.167, 0.122], [-0.050, -0.065, -0.022], [0.033, -0.171, 0.155], [0.148, 0.366, -0.006], [0.188, -0.203, -0.629], [0.194, -0.135, -0.070], [0.036, -0.271, -0.103], [-0.019, -0.842, -0.208], [-0.190, 0.173, 0.084], [-0.395, 0.114, -0.264], [-0.019, 0.106, 0.091], [0.025, 0.197, -0.421], [-0.911, 0.574, 0.229], [-0.094, 0.048, -0.175], [0.090, -0.474, 0.081], [0.377, 0.136, 0.047], [-0.015, 0.142, -0.269], [-0.110, -0.012, -0.113], [0.183, -0.850, 0.613], [-0.005, 0.010, -0.070], [0.099, 0.017, -0.353], [0.200, 0.137, -0.009], [0.018, -0.176, -0.026], [0.151, -0.398, -0.561], [-0.031, 0.207, 0.537], [-0.016, -0.010, 0.034], [-0.439, -0.300, -0.327], [-0.039, -0.081, -0.111], [-0.014, -0.272, -0.185]],
  "lowdin_charge": [0.067, 0.338, 0.924, -0.416, -0.053, -0.167, -0.041, 0.290, -0.035, 0.071, 0.066, -0.379, 0.035, 0.003, 0.076, 0.057, -0.013, 0.076, -0.050, -0.078, 0.080, 0.058, 0.070, 0.132, -0.378, 0.074, 0.075, 0.122, 0.085, 0.073, 0.073, -0.064, -0.056, 0.120, 0.078, -0.087, -0.383, -0.009, -0.337, 0.079, 0.073, 0.064, 0.062, 0.071, 0.126, -0.138, 0.083, 0.077, -0.352, -0.394, -0.453, 0.079, 0.110, -0.004, 0.086, -0.087, -0.498, 0.078, 0.073, -0.498, 0.083, -0.483, -0.353, 0.079, -0.426, -0.088, -0.043, -0.065, 0.065, 0.092],
  "s_squared": 8.759,
  "charge": -2,
  "homo_energy_ev": [-2.512, -2.486],
  "orbital_gap_ev": [7.15, 7.12],
  "lumo_ev": [4.64, 4.63],
  "mol_weight_g_mol": 535.2,
  "spin_multiplicity": 6,
  "largest_force_ev_per_a": 1.3
}